DFT (ωB97M-V/def2-TZVPD) results for a cluster of 2 separate species, C6H15NO in total at a distorted geometry.

Geometry (Å):
C1 -2.9617 -0.4380 -0.9540
C2 -2.2788 -0.3718 0.1814
C3 -1.0583 -1.1354 0.5237
C4 0.2893 -0.3586 0.5891
C5 1.4210 -1.3800 0.4909
N1 0.4558 0.3919 1.8196
C6 -0.1454 1.7479 1.7982
H1 -3.8883 0.0609 -1.2010
H2 -2.4519 -0.9207 -1.7969
H3 -2.7566 0.2390 0.9339
H4 -0.9693 -2.0359 -0.0896
H5 -1.1383 -1.6232 1.4965
H6 0.3198 0.2950 -0.2834
H7 1.4605 -1.9717 1.4001
H8 2.3797 -0.8900 0.3239
H9 1.2536 -2.0539 -0.3497
H10 0.0971 -0.0835 2.6393
H11 0.3744 2.4193 2.4839
H12 0.0205 2.1313 0.8087
H13 -1.2033 1.7254 2.0783
O1 3.7982 1.6666 -4.0956
H14 2.8429 1.5328 -4.0463
H15 4.1391 1.0527 -4.7508

The HOMO-LUMO gap comes out at 0.341 hartree. As for the HOMO energy: -8.5 eV. Its SMILES is C=CC[C@H](C)NC.O. As for the net charge: 0.

Atomic partial charges in e from the Mulliken method, atoms 1 to 4: number 1, C, carries -0.826; number 2, C, carries -0.084; number 3, C, carries -0.976; number 4, C, carries 0.514


DFT (ωB97M-V/def2-TZVPD) results for a structure of composition C28H24N5O2S4Ti.

Geometry (Å):
Ti1 -0.5181 0.9303 0.2100
S1 -0.8979 -3.2532 -1.4793
C1 0.7314 -2.7779 -1.6958
C2 0.9655 -1.5088 -1.2595
C3 -0.1993 -0.8884 -0.7248
C4 -1.2788 -1.7302 -0.7815
C5 -2.5942 -1.2638 -0.3845
C6 -3.7671 -2.0000 -0.4754
C7 -4.9701 -1.3853 -0.1810
C8 -4.9729 -0.0476 0.1823
C9 -3.7638 0.6090 0.2959
N1 -2.5887 0.0169 0.0509
H1 1.4343 -3.4712 -2.1309
H2 1.9360 -1.0371 -1.3128
H3 -3.7273 -3.0319 -0.7971
H4 -5.8972 -1.9393 -0.2482
H5 -5.8907 0.4784 0.4005
H6 -3.7216 1.6398 0.6110
C10 0.5646 -0.4051 4.1653
C11 0.8221 0.0812 2.7745
O1 -0.1973 0.2723 2.0509
C12 2.1439 0.3444 2.3050
C13 3.2668 0.1287 3.1394
C14 4.5342 0.3746 2.6939
C15 4.7243 0.8539 1.3860
C16 3.6609 1.0771 0.5495
C17 2.3498 0.8279 0.9885
O2 1.3566 1.0634 0.1698
H7 -0.5052 -0.4945 4.3323
H8 0.9818 0.2896 4.8958
H9 1.0415 -1.3742 4.3195
H10 3.1166 -0.2380 4.1452
H11 5.3841 0.2056 3.3394
H12 5.7279 1.0531 1.0332
H13 3.7975 1.4523 -0.4557
C18 -1.5913 2.0846 -5.1606
N2 -1.2319 2.8058 -3.9383
C19 -1.4816 4.2504 -3.8837
C20 -1.0615 2.1590 -2.8226
N3 -0.8896 1.6014 -1.8241
H14 -1.1058 2.5691 -6.0055
H15 -2.6721 2.0949 -5.3107
H16 -1.2428 1.0574 -5.0941
H17 -0.9542 4.7265 -4.7082
H18 -1.1098 4.6489 -2.9433
H19 -2.5493 4.4596 -3.9664
S2 -1.9715 2.7242 6.0528
C21 -1.8281 2.7311 4.4216
S3 -0.8344 3.8733 3.5332
C22 -1.2488 3.0791 2.0424
N4 -2.0766 2.0972 2.1851
N5 -2.4235 1.9165 3.5035
C23 -3.3970 0.9090 3.8061
C24 -4.5498 1.2515 4.4966
C25 -5.4941 0.2737 4.7651
C26 -5.2903 -1.0347 4.3476
C27 -4.1349 -1.3661 3.6554
C28 -3.1832 -0.3950 3.3829
S4 -0.5296 3.3965 0.5133
H20 -4.7009 2.2699 4.8243
H21 -6.3932 0.5370 5.3058
H22 -6.0289 -1.7941 4.5675
H23 -3.9668 -2.3856 3.3319
H24 -2.2791 -0.6406 2.8463

The HOMO-LUMO gap comes out at 0.233 hartree. As for the HOMO energy: -10.2 eV. As for the net charge: +1.

Atomic partial charges in e from the Mulliken method, atoms 1 to 4: number 1, Ti, carries -0.899; number 2, S, carries -0.242; number 3, C, carries -0.472; number 4, C, carries -0.668


DFT (ωB97M-V/def2-TZVPD) results for a structure of composition C25H61N4NaO11 at a distorted geometry.

Geometry (Å):
Na1 -10.7958 45.6419 -2.1656
O1 -7.5483 44.3906 -5.2429
C1 -8.7434 44.6084 -4.7705
O2 -9.4941 45.3152 -5.4356
O3 -9.0862 44.2953 -3.6140
H1 -7.4954 44.7345 -6.1376
C2 -15.1162 40.8531 -1.6249
O4 -14.1980 41.6531 -2.3680
C3 -12.9627 41.9094 -1.6468
C4 -11.8235 42.2992 -2.6211
N1 -10.6379 42.9240 -1.9243
C5 -9.9630 42.0821 -0.9111
C6 -9.5440 40.7103 -1.4042
O5 -8.6460 40.0671 -0.5178
C7 -8.2721 38.7517 -0.9419
H2 -15.4321 41.4009 -0.7371
H3 -14.8200 39.8371 -1.3640
H4 -16.0661 40.6395 -2.1148
H5 -12.6401 40.9774 -1.1827
H6 -13.1177 42.6614 -0.8732
H7 -12.2025 42.8799 -3.4620
H8 -11.5005 41.3719 -3.0943
H9 -10.0025 43.3208 -2.6016
H10 -10.6047 41.8421 -0.0634
H11 -9.1056 42.6642 -0.5732
H12 -9.0827 40.8628 -2.3799
H13 -10.3987 40.0352 -1.4467
H14 -8.0752 38.1837 -0.0327
H15 -7.4120 38.8691 -1.6012
H16 -9.0576 38.2203 -1.4790
C8 -19.1320 40.7036 -0.5020
O6 -18.0629 40.4936 0.3279
C9 -17.6673 39.1430 0.4173
C10 -16.8184 39.1328 1.6877
N2 -15.4961 39.7231 1.5011
C11 -15.0279 39.8213 2.9018
C12 -13.6585 40.5160 2.8634
O7 -13.6063 41.7433 2.1397
C13 -12.3561 42.3648 2.2664
H17 -20.0104 40.4808 0.1036
H18 -19.0857 40.1156 -1.4186
H19 -19.3510 41.7448 -0.7390
H20 -17.1600 38.7849 -0.4784
H21 -18.5746 38.5859 0.6512
H22 -16.6607 38.1236 2.0683
H23 -17.3548 39.7055 2.4442
H24 -15.5117 40.6402 1.0784
H25 -14.9460 38.8525 3.3947
H26 -15.6940 40.4081 3.5342
H27 -13.0306 39.8349 2.2890
H28 -13.2078 40.6099 3.8514
H29 -12.2498 43.2375 1.6220
H30 -11.4722 41.8080 1.9554
H31 -12.1613 42.5936 3.3142
C14 -16.3813 46.3161 -2.8557
O8 -15.5388 46.5641 -1.7770
C15 -14.6837 45.4861 -1.5093
C16 -13.6879 45.8316 -0.3794
N3 -12.6643 46.6330 -0.9847
C17 -11.8242 47.2441 0.0520
C18 -11.0216 46.3045 0.9393
O9 -10.0415 45.5835 0.2293
C19 -9.2227 44.7061 1.0464
H32 -16.9904 47.1914 -3.0815
H33 -16.9722 45.4258 -2.6403
H34 -15.7767 46.1274 -3.7428
H35 -14.0450 45.4045 -2.3888
H36 -15.2604 44.6066 -1.2226
H37 -13.3699 44.8661 0.0139
H38 -14.2359 46.2089 0.4840
H39 -13.0515 47.3964 -1.5207
H40 -12.5247 47.8598 0.6163
H41 -11.0746 47.8595 -0.4454
H42 -11.6696 45.5508 1.3867
H43 -10.5574 46.9249 1.7060
H44 -9.7754 43.9335 1.5808
H45 -8.6152 45.2086 1.7991
H46 -8.3785 44.2547 0.5251
C20 -7.7875 47.2640 -1.6742
O10 -9.0517 47.5748 -2.2347
C21 -8.9768 48.1137 -3.5430
C22 -10.3904 48.5097 -4.0069
N4 -11.2241 47.2774 -4.1359
C23 -12.5018 47.5505 -4.8201
C24 -13.4394 48.6149 -4.2069
O11 -13.6898 48.3814 -2.8636
C25 -14.6183 49.2869 -2.2200
H47 -7.4648 46.2720 -1.9904
H48 -7.8417 47.2185 -0.5864
H49 -7.0551 48.0383 -1.9022
H50 -8.4733 47.4293 -4.2258
H51 -8.3713 49.0178 -3.6059
H52 -10.3721 49.0105 -4.9749
H53 -10.7956 49.1494 -3.2229
H54 -10.7524 46.5857 -4.7008
H55 -13.0361 46.6192 -5.0080
H56 -12.2868 47.8142 -5.8556
H57 -14.3777 48.6403 -4.7611
H58 -12.9689 49.5947 -4.2886
H59 -14.3562 50.3052 -2.5070
H60 -14.7888 49.0591 -1.1678
H61 -15.5721 49.0282 -2.6798

The HOMO-LUMO gap comes out at 0.303 hartree. As for the HOMO energy: -8.0 eV. As for the net charge: 0.

Atomic partial charges in e from the Mulliken method, atoms 1 to 4: number 1, Na, carries 0.646; number 2, O, carries -0.473; number 3, C, carries 0.306; number 4, O, carries -0.876


DFT (ωB97M-V/def2-TZVPD) results for an isolated molecule of C6H12O.

Geometry (Å):
C1 2.0325 0.2657 1.5209
C2 1.0514 0.1553 0.4122
C3 1.4187 0.2685 -1.0155
O1 -0.0460 -0.5330 0.7040
C4 -1.0890 -0.3878 -0.0969
C5 -1.2970 0.9481 -0.6902
C6 -2.1641 -1.4009 0.0758
H1 2.1258 -0.6880 2.0523
H2 1.7547 1.0125 2.2732
H3 3.0023 0.5612 1.1081
H4 1.1174 1.1715 -1.5708
H5 0.9160 -0.5667 -1.5374
H6 2.5015 0.1780 -1.1419
H7 -0.8942 1.1525 -1.6965
H8 -2.3667 1.1715 -0.7123
H9 -0.7634 1.6784 -0.0463
H10 -1.8198 -2.1731 0.7723
H11 -2.4036 -1.8885 -0.8797
H12 -3.0763 -0.9252 0.4688

The HOMO-LUMO gap (spin up / spin down) comes out at 0.275 / 0.278 hartree. As for the HOMO energy (spin up / spin down): -6.5 / -6.6 eV. As for the net charge: 0.

Atomic partial charges in e from the Mulliken method, atoms 1 to 4: number 1, C, carries -1.281; number 2, C, carries 0.719; number 3, C, carries -1.134; number 4, O, carries -0.353


The following electronic energy values (in eV) correspond, in order, to the records above: -10001.5726, -107424.0649, -59809.4479, -8461.0289.
The following ΔE to the lowest compared entry with this formula, charge and spin values (in eV) correspond, in order, to the records above: 2.1845, 0.1947, 0.0000, 3.3251.